# 1
C19H54ClO5P2 | the ωB97M-V functional and the def2-TZVPD basis

```
81
Properties=species:S:1:pos:R:3:forces:R:3:lowdin_charge:R:1
C 1.470305 -2.876087 0.255363 -0.282 0.153 0.226 -0.186
C 0.895124 -1.593483 0.889952 -0.013 0.001 0.094 -0.522
P 0.355538 -0.332827 -0.350781 -0.016 0.024 -0.426 0.731
C -0.988633 0.540899 0.584674 0.005 -0.055 0.187 -0.532
C -2.409985 0.239492 0.079097 0.020 0.184 0.212 -0.188
P 2.020517 1.250689 -0.034350 -0.421 0.195 0.747 0.048
Cl 3.059788 0.489462 -2.087619 0.335 -0.119 -0.508 -0.261
H 2.483936 -3.060362 0.611356 0.041 -0.047 -0.148 0.048
H 0.847458 -3.732388 0.529473 0.088 -0.089 -0.083 0.049
H 1.471646 -2.804217 -0.832113 0.157 -0.036 -0.001 0.043
H 1.650835 -1.131884 1.542226 -0.042 0.032 0.031 0.026
H 0.026219 -1.820832 1.511890 0.047 -0.052 0.048 0.052
H -0.788318 1.615349 0.518016 0.015 0.018 -0.051 0.030
H -0.898939 0.290662 1.645824 0.024 0.005 0.020 0.053
H -2.753186 1.032333 -0.583352 -0.007 -0.094 -0.179 0.032
H -3.116681 0.192070 0.912494 -0.043 -0.042 -0.025 0.054
H -2.458654 -0.701040 -0.470397 -0.014 -0.023 0.033 0.043
H 2.838170 0.246288 0.621913 0.079 -0.024 -0.121 -0.101
H 3.076638 2.211060 0.022589 0.064 -0.011 -0.081 -0.108
H 1.202024 2.138576 -0.851004 0.067 -0.040 -0.070 -0.106
H 1.432159 1.702074 1.208327 0.022 -0.033 -0.066 -0.074
C 1.363532 -6.580287 2.994495 -0.050 0.017 0.055 -0.061
C 1.937763 -5.204757 3.292992 0.063 -0.086 -0.075 -0.498
C 3.328668 -5.037099 2.708582 0.061 0.089 0.055 -0.063
O 1.945627 -4.956655 4.701227 -0.031 0.016 0.101 -0.066
H 1.996558 -7.356496 3.436125 0.010 -0.008 -0.030 0.077
H 0.362179 -6.676209 3.414309 -0.003 0.000 -0.002 0.077
H 1.310279 -6.755399 1.919280 0.005 0.003 -0.004 0.080
H 1.276810 -4.441221 2.879507 0.023 0.036 0.029 0.126
H 4.017589 -5.765253 3.149499 -0.031 -0.039 -0.021 0.079
H 3.714743 -4.039402 2.917777 -0.023 0.013 -0.015 0.078
H 3.320673 -5.180666 1.628169 -0.002 -0.009 -0.002 0.076
H 2.517020 -5.613012 5.116621 -0.008 0.029 -0.053 0.084
C 6.556230 1.267365 -4.803452 0.005 -0.017 0.028 -0.067
C 5.736595 0.397863 -5.745681 -0.009 0.012 0.067 -0.515
C 4.461181 1.100799 -6.177863 -0.125 0.004 0.138 -0.068
O 5.431486 -0.853294 -5.137873 -0.001 0.022 0.036 -0.069
H 5.972508 1.488719 -3.906051 -0.002 0.003 -0.005 0.075
H 7.467126 0.748874 -4.502665 0.000 -0.003 0.002 0.073
H 6.829798 2.212950 -5.276811 0.000 0.002 -0.013 0.072
H 6.339165 0.141334 -6.622127 -0.008 -0.010 0.000 0.128
H 3.862663 1.301956 -5.284344 -0.068 0.038 -0.054 0.068
H 3.875693 0.468897 -6.845912 0.023 -0.017 -0.008 0.075
H 4.662746 2.051637 -6.675480 0.062 -0.010 -0.007 0.073
H 4.880805 -0.678630 -4.359317 -0.008 -0.004 -0.010 0.058
C -2.051496 4.409179 -2.137521 0.009 -0.070 0.006 -0.053
C -3.212653 3.796279 -2.903469 0.089 0.102 0.080 -0.497
C -4.290502 4.823429 -3.220982 -0.036 -0.057 -0.003 -0.067
O -3.763027 2.695590 -2.187988 -0.224 0.040 -0.070 -0.063
H -2.404711 4.811881 -1.182967 0.006 0.021 -0.007 0.082
H -1.292035 3.656155 -1.928945 0.006 0.003 0.003 0.077
H -1.590906 5.222920 -2.700029 -0.002 0.002 -0.006 0.079
H -2.842202 3.358647 -3.832622 -0.006 0.003 -0.001 0.140
H -4.693366 5.239435 -2.290939 0.010 0.024 -0.008 0.076
H -5.108123 4.362617 -3.777353 -0.002 -0.002 0.001 0.069
H -3.891953 5.650711 -3.810181 0.010 0.001 0.001 0.077
H -4.099843 3.019096 -1.343228 0.091 -0.101 0.033 0.076
C 1.622376 -1.399204 5.320934 -0.009 0.027 -0.043 -0.053
C 3.072915 -1.328117 5.761563 -0.027 -0.038 0.047 -0.502
C 3.268209 -1.953089 7.135159 0.047 0.008 -0.009 -0.066
O 3.563698 0.012070 5.744541 0.012 0.004 0.078 -0.052
H 0.989376 -0.838174 6.016809 0.002 -0.019 0.014 0.080
H 1.494763 -0.972649 4.326142 0.024 -0.004 -0.006 0.075
H 1.287292 -2.437226 5.308854 -0.028 0.005 -0.034 0.065
H 3.696482 -1.856014 5.037127 -0.014 0.012 -0.016 0.134
H 2.678261 -1.410599 7.880697 -0.012 -0.021 0.002 0.077
H 4.316574 -1.909694 7.431604 0.002 0.003 0.001 0.075
H 2.941784 -2.994326 7.135840 -0.007 -0.001 -0.007 0.072
H 3.024524 0.529586 6.353910 0.002 -0.007 -0.076 0.082
C -7.347921 1.557057 -2.466182 0.069 0.006 -0.005 -0.057
C -7.911726 2.229248 -1.226798 -0.028 0.013 -0.068 -0.500
C -8.992054 3.242065 -1.575731 0.005 0.010 0.046 -0.066
O -6.873199 2.849742 -0.469609 -0.003 0.095 -0.020 -0.055
H -6.880673 2.305418 -3.112810 -0.007 -0.016 -0.021 0.073
H -6.581936 0.829842 -2.201113 0.001 0.004 0.016 0.085
H -8.133588 1.057497 -3.035555 -0.009 -0.009 0.012 0.078
H -8.328249 1.475252 -0.555376 0.024 -0.003 0.008 0.136
H -8.574795 4.026634 -2.214067 -0.016 -0.008 -0.017 0.079
H -9.385559 3.709057 -0.672972 0.002 0.004 0.002 0.076
H -9.815759 2.771080 -2.114622 0.002 -0.007 -0.004 0.076
H -6.473339 3.520785 -1.036714 0.007 -0.050 0.019 0.068
```
Positions in Å, forces in eV/Å.

Summary:
- calculated total energy (a.u.) = -2275.374210
- charge = -1
- strongest force on any atom (hartree/bohr) = 0.01710
- lowest unoccupied orbital energy (eV) = 2.30

***

# 2
C2H6N3S2 | the ωB97M-V functional and the def2-TZVPD basis

```
13
Properties=species:S:1:pos:R:3:forces:R:3:nbo_charge:R:1
C 0.864308 0.511984 0.800168 3.635 -1.140 -0.246 0.371
C -1.433371 0.006938 0.223298 -3.129 -0.749 -1.351 0.050
N -0.194684 -0.016910 0.363103 1.636 -0.887 0.032 -0.497
N 2.154224 0.065430 0.396963 -4.446 1.307 1.329 -0.359
N 2.115029 -0.346979 -0.916386 -0.180 -1.161 -2.481 -0.639
S -2.157859 1.469699 -0.356917 -1.833 -0.082 -0.947 0.160
S -2.323163 -1.532543 0.340408 -0.429 1.061 0.107 0.178
H 0.811120 1.238240 1.560491 0.250 0.704 1.174 0.214
H 2.895751 0.718643 0.577389 0.260 0.264 0.115 0.416
H 2.822501 -1.003925 -1.110917 2.719 -0.124 0.118 0.375
H 1.462784 -1.110607 -1.095243 -1.623 0.707 0.796 0.371
H -3.414460 1.021949 -0.951124 2.035 0.393 1.152 0.195
H -3.602178 -1.021922 0.168764 1.104 -0.294 0.199 0.164
```
Positions in Å, forces in eV/Å.

Summary:
- calculated total energy (a.u.) = -1040.105954
- charge = +1
- strongest force on any atom (hartree/bohr) = 0.09376
- lowest unoccupied orbital energy (eV) = -4.98
- relative energy (zero: lowest compared OMol25 entry of this formula, charge and spin) (kJ/mol) = 278.8

***

# 3
C3H7OS | the ωB97M-V functional and the def2-TZVPD basis

```
12
Properties=species:S:1:pos:R:3:forces:R:3:nbo_charge:R:1
C 2.842637 -0.491922 0.087799 -0.150 -0.238 0.766 -0.730
S 1.605138 0.160881 1.314665 0.108 -0.103 -0.868 -0.721
H 3.420120 -1.239884 0.632106 0.294 -0.029 -0.133 0.178
H 3.535901 0.264871 -0.290024 -0.146 0.038 -0.006 0.172
H 2.393823 -1.029005 -0.751883 -0.125 0.225 -0.081 0.169
C -2.936451 0.663523 0.012313 0.395 0.803 -0.267 -0.570
C -1.657701 0.420194 -0.285652 -0.526 -1.217 -0.571 0.187
O -1.110121 -0.815996 -0.174575 -0.280 0.338 0.048 -0.739
H -3.292404 1.667759 -0.185113 -0.140 -0.064 0.004 0.183
H -3.627846 -0.042853 0.444965 0.205 -0.192 0.096 0.193
H -1.012897 1.105202 -0.827408 -0.084 0.476 0.492 0.167
H -0.160195 -0.662774 0.022803 0.449 -0.038 0.520 0.513
```
Positions in Å, forces in eV/Å.

Summary:
- calculated total energy (a.u.) = -591.933901
- charge = -1
- strongest force on any atom (hartree/bohr) = 0.02807
- lowest unoccupied orbital energy (eV) = 4.11
- relative energy (zero: lowest compared OMol25 entry of this formula, charge and spin) (kJ/mol) = 90.3

***

# 4
C6H23ClN3O2 | the ωB97M-V functional and the def2-TZVPD basis

```
35
Properties=species:S:1:pos:R:3:forces:R:3:nbo_charge:R:1
N 4.047447 -0.726883 3.090116 -1.312 -0.852 0.761 -1.087
H 3.152631 -0.293944 3.270825 -0.047 0.240 -0.534 0.346
H 4.550854 -0.532835 3.930436 0.891 0.038 0.104 0.376
H 4.486499 -0.419375 2.255619 0.406 0.638 -0.368 0.368
H -5.336169 1.085785 6.294231 0.038 0.012 -0.032 0.342
N 1.146185 -0.788509 0.582714 -4.063 -2.652 4.230 -0.897
H 1.381641 -0.041314 1.189111 0.440 2.005 -0.453 0.456
H 0.072946 -0.915088 0.603956 1.561 0.790 -0.210 0.458
H 1.434795 -1.578296 1.136282 0.767 -1.075 -0.397 0.419
H 1.281283 -0.850782 -0.383609 1.649 0.468 -2.582 0.465
Cl 1.145910 2.118806 0.370353 -0.005 0.275 0.075 -0.470
C -4.110674 0.029900 1.619837 -0.940 -0.519 -0.412 -0.262
O -3.214942 -0.260070 0.558473 -0.830 -0.392 0.401 -0.516
C -2.374180 0.793664 0.270385 0.689 0.515 0.238 -0.067
C -1.701274 0.620393 -1.061553 0.510 -0.404 -1.238 -0.256
N -0.956609 -0.629652 -1.291992 0.128 -0.933 0.176 -0.663
C -0.293729 -0.747988 -2.622127 -0.479 0.712 0.091 -0.262
C 1.015157 0.046920 -2.622238 0.564 1.066 -0.653 -0.101
O 2.046787 -0.629885 -1.888751 -0.750 -0.079 -0.296 -0.545
C 3.204533 0.116497 -1.549640 -0.890 0.750 0.476 -0.272
H -4.633401 -0.902999 1.734267 -0.497 -0.271 0.253 0.204
H -4.885756 0.834185 1.466266 1.007 -0.498 -0.461 0.185
H -3.616735 0.224878 2.555759 0.628 0.289 0.435 0.167
H -1.570736 0.878779 1.038710 -0.294 0.109 -0.046 0.162
H -2.995702 1.698735 0.316499 0.602 0.294 -0.337 0.195
H -0.963857 1.382131 -1.166316 0.533 0.926 0.284 0.224
H -2.325723 0.781113 -1.920546 -1.086 0.083 -0.276 0.184
H -1.551920 -1.440737 -1.204096 -0.397 0.072 0.158 0.380
H -0.957657 -0.395453 -3.430603 0.210 0.596 0.231 0.204
H -0.230773 -1.796188 -2.920979 0.683 -0.089 0.548 0.228
H 0.846474 1.036236 -2.133693 -0.073 -0.509 -0.070 0.207
H 1.408201 0.336029 -3.636170 -0.452 -0.674 0.656 0.208
H 3.909216 -0.651697 -1.279158 0.423 0.165 0.713 0.212
H 2.980099 0.967833 -0.792228 0.195 -1.417 -0.487 0.207
H 3.609171 0.649814 -2.380138 0.190 0.323 -0.980 0.201
```
Positions in Å, forces in eV/Å.

Summary:
- calculated total energy (a.u.) = -1016.742655
- charge = +1
- strongest force on any atom (hartree/bohr) = 0.12518
- lowest unoccupied orbital energy (eV) = -9.96

***

# 5
C14H11IKO5S | the ωB97M-V functional and the def2-TZVPD basis

```
33
Properties=species:S:1:pos:R:3:forces:R:3:nbo_charge:R:1
K -0.107256 0.180073 0.845227 -0.041 -0.023 0.046 0.966
C -3.902246 -7.191898 1.922511 0.009 0.017 -0.013 -0.623
C -2.820517 -6.153939 1.775441 -0.037 -0.018 0.030 -0.032
C -2.832311 -4.986645 2.527320 0.010 -0.002 -0.011 -0.216
C -1.838128 -4.025971 2.374846 -0.001 0.016 0.004 -0.223
C -0.819566 -4.229888 1.462650 0.038 0.041 -0.020 -0.247
C -0.786458 -5.397718 0.710600 -0.057 -0.072 0.001 -0.195
C -1.780620 -6.347563 0.867195 0.052 0.045 -0.012 -0.230
S 0.458662 -3.012085 1.195586 -0.038 0.045 0.123 2.397
O 1.686904 -3.774511 1.142098 0.027 0.056 -0.016 -0.997
O 0.355231 -2.064977 2.308271 0.012 -0.103 0.108 -1.058
O 0.092900 -2.358256 -0.063098 0.022 -0.011 -0.253 -1.061
H -4.585152 -6.940479 2.733705 0.001 0.009 0.003 0.209
H -3.479437 -8.176860 2.129221 0.001 -0.001 0.001 0.211
H -4.487598 -7.274132 1.003974 -0.012 -0.011 0.010 0.213
H -3.627530 -4.822100 3.245951 -0.006 -0.008 -0.001 0.199
H -1.841058 -3.120321 2.966789 0.007 0.003 -0.003 0.236
H 0.027211 -5.556166 0.015166 0.006 0.016 0.001 0.230
H -1.747817 -7.258049 0.278107 -0.013 -0.004 0.004 0.199
I -3.764274 7.775521 4.736160 0.014 -0.025 -0.012 0.089
C -2.901158 6.162113 3.709900 -0.036 0.006 -0.013 -0.142
C -1.542185 5.923965 3.836803 0.056 0.015 0.028 -0.269
C -0.978810 4.855722 3.152362 -0.055 -0.007 0.006 -0.161
C -1.762168 4.037307 2.349564 0.002 -0.002 -0.025 -0.142
C -3.122655 4.293719 2.236752 0.050 0.015 0.000 -0.162
C -3.702356 5.355941 2.915405 -0.024 0.015 0.008 -0.269
C -1.135681 2.865393 1.600964 0.029 -0.037 -0.101 0.744
O -1.896878 2.195027 0.863046 -0.004 -0.025 0.065 -0.789
O 0.086997 2.664460 1.791741 0.011 0.025 0.040 -0.790
H -0.930565 6.560545 4.462322 -0.004 0.002 -0.002 0.215
H 0.076717 4.631354 3.229569 0.003 0.013 0.001 0.240
H -3.709015 3.641401 1.603463 -0.019 0.007 0.004 0.240
H -4.762138 5.554284 2.827312 -0.002 0.001 0.000 0.215
```
Positions in Å, forces in eV/Å.

Summary:
- calculated total energy (a.u.) = -2212.317701
- charge = -1
- strongest force on any atom (hartree/bohr) = 0.00494
- lowest unoccupied orbital energy (eV) = 2.10
- relative energy (zero: lowest compared OMol25 entry of this formula, charge and spin) (kJ/mol) = 0.0

***

Number 1: HOMO -3.6 eV. Number 2: HOMO -13.5 eV. Number 3: HOMO -2.6 eV. Number 4: HOMO -11.6 eV. Number 5: HOMO -6.4 eV.